A 2-piece molecular cluster, C60H62N5O overall at a distorted geometry. Source: the Open Molecules 2025 dataset; level of theory: ωB97M-V/def2-TZVPD.

## Properties
Energy relative to the best compared isomer or geometry (same formula, charge and spin)   1.667 eV
Orbital gap   0.0987 Eh
E_HOMO   -7.1 eV
Energy   -72715.9793 eV

ORCA input file:
```
! wB97M-V def2-TZVPD RIJCOSX def2/J DEFGRID3
* xyz 1 1
C -5.6370 -0.1378 5.6315
C -4.3256 0.5235 5.3191
C -4.2029 1.2799 4.1559
C -2.9868 1.8722 3.7935
C -2.8905 2.6539 2.5180
C -1.8953 1.6892 4.6451
N -0.6203 2.1765 4.2373
C -0.2828 3.5284 4.1550
C -1.1981 4.6593 4.3048
C -0.9936 5.7368 3.4119
C -1.9602 6.7312 3.2753
C -3.0841 6.7365 4.1113
C -3.1791 5.7928 5.1416
C -2.2468 4.7602 5.2517
N 0.9854 3.6581 3.8721
N 1.5223 2.3807 3.8254
C 2.9566 2.2967 3.7957
C 3.6714 3.0857 4.7258
C 3.0605 4.0179 5.7209
C 5.0648 2.9750 4.7619
C 5.7576 2.0836 3.9442
C 7.2453 1.9408 4.0495
C 5.0290 1.3402 3.0180
C 3.6544 1.5198 2.8355
C 3.0419 0.9008 1.6186
C 0.5546 1.4681 4.0315
C 0.8162 0.0224 4.0887
O 1.9928 -0.3973 4.0798
C -0.2956 -0.9865 4.0931
C -0.2318 -2.1397 5.0164
C -1.1767 -0.9307 2.9991
C -0.8956 -0.0894 1.8926
C -1.7689 0.0066 0.8197
C -3.0026 -0.6425 0.8778
C -3.2758 -1.5414 1.9112
C -2.3681 -1.7228 2.9448
C -2.0047 1.0270 5.8658
C -0.8665 0.9566 6.8375
C -3.2239 0.4079 6.1697
H -5.5748 -0.6859 6.5752
H -6.4512 0.5952 5.7107
H -5.9140 -0.8425 4.8362
H -5.0590 1.4035 3.4877
H -1.8696 2.6721 2.1155
H -3.5376 2.1918 1.7586
H -3.2241 3.6940 2.6649
H -0.0831 5.7374 2.8081
H -1.8275 7.5069 2.5202
H -3.8585 7.4956 3.9872
H -3.9907 5.8650 5.8666
H -2.3141 4.0388 6.0677
H 3.8594 4.6852 6.0680
H 2.2686 4.6409 5.3015
H 2.6791 3.4824 6.6017
H 5.6333 3.5904 5.4630
H 7.5731 1.0554 3.5010
H 7.7671 2.8108 3.6327
H 7.5567 1.8387 5.0939
H 5.5568 0.6212 2.3906
H 3.8386 0.7537 0.8709
H 2.6325 -0.0961 1.8360
H 2.2702 1.5264 1.1553
H -0.5746 -3.0644 4.5268
H 0.8090 -2.2866 5.3404
H -0.8597 -1.9776 5.9121
H 0.0428 0.4735 1.8841
H -1.4833 0.6037 -0.0445
H -3.7419 -0.4571 0.0943
H -4.2076 -2.1110 1.8965
H -2.5607 -2.4382 3.7487
H -1.2854 0.8407 7.8490
H -0.2090 0.0928 6.6571
H -0.2599 1.8725 6.8228
H -3.3067 -0.1698 7.0942
C 3.0839 -1.1226 -11.2011
N 1.7238 -0.8410 -10.7817
C 0.9228 -0.1149 -11.7470
C 1.2724 -1.1735 -9.5381
C -0.0719 -0.9460 -9.1279
C -0.4719 -1.1805 -7.8196
C 0.4141 -1.7367 -6.8596
C 0.0552 -1.8947 -5.4533
C -0.9761 -1.1257 -4.8452
C -1.5182 -1.2900 -3.5753
C -2.8922 -0.9517 -3.2678
C -3.5873 -1.5489 -2.1833
C -4.9075 -1.2079 -1.8836
C -5.5754 -0.2415 -2.6482
C -4.9445 0.2960 -3.7756
C -3.6305 -0.0514 -4.0847
C 0.8001 -2.8741 -4.6716
C 1.2699 -2.5335 -3.3922
C 2.0242 -3.4167 -2.6429
C 2.2890 -4.7249 -3.1200
N 3.0430 -5.5764 -2.3684
C 3.0722 -7.0101 -2.5822
C 3.7571 -5.0916 -1.2024
C 1.7538 -5.1106 -4.3817
C 1.0840 -4.1785 -5.1588
C 1.7251 -2.0596 -7.3130
C 2.1515 -1.7700 -8.5957
H 3.4257 -2.0782 -10.7974
H 3.1043 -1.1670 -12.2920
H 3.7819 -0.3356 -10.8801
H 0.1800 0.5130 -11.2508
H 1.5934 0.5147 -12.3392
H 0.4037 -0.7859 -12.4466
H -0.7876 -0.5603 -9.8521
H -1.4959 -0.9475 -7.5327
H -1.4131 -0.3722 -5.5050
H -0.9504 -1.7703 -2.7788
H -3.0611 -2.2733 -1.5497
H -5.4146 -1.6451 -1.0181
H -6.5762 0.0852 -2.3693
H -5.4580 1.0235 -4.4007
H -3.1346 0.3980 -4.9445
H 1.0791 -1.5371 -3.0010
H 2.4101 -3.0901 -1.6802
H 2.2133 -7.3312 -3.1787
H 3.9940 -7.3240 -3.0962
H 3.0437 -7.5138 -1.6075
H 4.0865 -4.0606 -1.3618
H 3.1297 -5.1192 -0.2963
H 4.6393 -5.7149 -1.0341
H 1.9153 -6.1190 -4.7637
H 0.7514 -4.4561 -6.1586
H 2.4520 -2.4899 -6.6245
H 3.1877 -1.9658 -8.8615
*
```

Löwdin population analysis, charges in e, atoms 1 to 6: -0.05, -0.26, 0.00, -0.19, -0.02, -0.16

=====

A 3-piece molecular cluster, C5H18N2O2 overall at a distorted geometry. Source: the Open Molecules 2025 dataset; level of theory: ωB97M-V/def2-TZVPD.

## Properties
Energy relative to the best compared isomer or geometry (same formula, charge and spin)   2.007 eV
Orbital gap   0.3127 Eh
Structure (SMILES)   NCCCCCN.O.O
E_HOMO   -8.2 eV
Energy   -12550.2574 eV

ORCA input file:
```
! wB97M-V def2-TZVPD RIJCOSX def2/J DEFGRID3
* xyz 0 1
C -1.3551 -0.7913 1.8091
C -0.4262 0.1895 2.3432
C 0.0252 1.2529 1.3458
C 0.7290 0.6658 0.1375
C 2.1977 0.2827 0.3769
N 2.8436 -0.3717 -0.7838
N -2.6033 -0.0768 1.3300
H -1.0506 -1.4604 0.9458
H -1.5714 -1.4686 2.5447
H 0.6070 -0.3013 2.6475
H -0.9376 0.6207 3.2066
H 0.6158 1.9229 1.8552
H -0.8895 1.6219 0.9711
H 0.1098 -0.1818 0.0360
H 0.6045 1.4265 -0.7130
H 2.7805 1.0736 0.8350
H 2.4125 -0.4985 1.1585
H 2.3493 -0.9499 -1.3982
H 3.5020 0.1725 -1.3473
H -2.9052 0.5431 2.0529
H -2.2826 0.5415 0.5661
H -1.6584 0.9199 -3.6440
H -2.3564 -0.4812 -3.1303
O -1.8935 0.3077 -2.8203
H 0.3603 -1.0818 -1.5530
H 0.1482 -0.9451 -3.0380
O 0.8256 -1.2991 -2.4165
*
```

natural (NBO) population analysis, charges in e, atoms 1 to 6: -0.23, -0.41, -0.40, -0.42, -0.24, -0.89

=====

C7H10AlCl2O4Rh as an isolated structure at a distorted geometry. Source: the Open Molecules 2025 dataset; level of theory: ωB97M-V/def2-TZVPD.

## Properties
Energy relative to the best compared isomer or geometry (same formula, charge and spin)   0.349 eV
<S²>   6.02
Orbital gap (spin up / spin down)   0.3076 / 0.1705 Eh
E_HOMO (spin up / spin down)   -25.7 / -26.8 eV
Energy   -50204.3653 eV

ORCA input file:
```
! wB97M-V def2-TZVPD RIJCOSX def2/J DEFGRID3
* xyz 4 5
Al -0.8155 1.5530 0.5646
Rh -1.3721 -1.3394 -0.5632
Cl -0.3727 3.3216 1.5666
Cl -1.9089 1.4107 -1.3531
C -1.5830 -3.1024 -0.8950
C -2.8158 1.3370 1.6886
C -3.1158 -1.0680 -0.2107
O -1.7774 -4.2310 -1.1564
O -3.8566 1.3274 2.1769
O -4.2363 -1.0823 0.1273
C 1.7782 1.8022 -1.6740
C 1.2294 0.4134 -1.3847
O 0.5853 0.4163 0.0018
C 1.5343 -0.1605 1.0089
C 1.1554 -1.5302 1.5154
H 0.9725 2.5488 -1.7716
H 2.3081 1.7611 -2.6345
H 2.5058 2.1148 -0.9001
H 0.4430 0.0999 -2.0937
H 2.0100 -0.3578 -1.3758
H 2.5150 -0.1688 0.5290
H 1.5488 0.5812 1.8233
H 2.0842 -2.0773 1.6821
H 0.6834 -1.4463 2.4849
H 0.5006 -2.1233 0.8434
*
```

natural (NBO) population analysis, charges in e, atoms 1 to 6: 1.55, 1.05, 0.41, -0.25, 0.43, 0.48

=====

A 2-piece molecular cluster, C3H10NO overall at a distorted geometry. Source: the Open Molecules 2025 dataset; level of theory: ωB97M-V/def2-TZVPD.

## Properties
Energy relative to the best compared isomer or geometry (same formula, charge and spin)   2.340 eV
Orbital gap   0.3389 Eh
E_HOMO   -13.0 eV
Energy   -6801.9711 eV

ORCA input file:
```
! wB97M-V def2-TZVPD RIJCOSX def2/J DEFGRID3
* xyz 1 1
C -0.6368 -1.0487 -2.1647
N -1.0889 -0.0448 -1.2870
H -0.9965 -2.1187 -1.8294
H -0.9451 -0.9876 -3.1462
H 0.4887 -1.2619 -2.1893
H -1.3503 -0.5728 -0.3483
H -1.7926 0.4692 -1.7896
H -0.2973 0.6545 -1.0109
C 0.2024 0.5440 2.5576
C 1.3602 0.5838 1.9618
O 1.3057 0.9300 0.5984
H -0.0071 0.0216 3.4833
H -0.6956 1.1356 2.3918
H 2.3311 0.2559 2.3267
H 2.1222 1.4400 0.4457
*
```

natural (NBO) population analysis, charges in e, atoms 1 to 6: -0.47, -0.71, 0.24, 0.24, 0.26, 0.48